(1)
DFT (ωB97M-V with the def2-TZVPD basis set) results for a single C3H6N2O molecule.

The calculation puts the gap between HOMO and LUMO at 10.84 eV. As for the energy above the lowest of the compared OMol25 structures with the same formula, charge and spin: 153.7 kJ/mol. As for the spin multiplicity: 1. The SMILES is NC(=O)N1CC1.

Each atom is followed by the atoms it is bonded to, with distances in Å.
Atoms and positions in Å:
1 N -1.151 -0.529 1.081  C2 1.376, H7 1.006, H8 1.008
2 C -0.900 -0.911 -0.216  N1 1.376, O3 1.208, N4 1.431
3 O -1.664 -1.619 -0.830  C2 1.208
4 N 0.252 -0.366 -0.865  C2 1.431, C5 1.463, C6 1.456
5 C 0.397 1.088 -0.783  N4 1.463, C6 1.475, H9 1.085, H10 1.088
6 C 1.368 0.198 -0.120  N4 1.456, C5 1.475, H11 1.087, H12 1.089
7 H -0.413 -0.245 1.703  N1 1.006
8 H -1.944 -0.987 1.500  N1 1.008
9 H 0.641 1.579 -1.719  C5 1.085
10 H -0.300 1.623 -0.140  C5 1.088
11 H 2.335 0.013 -0.580  C6 1.087
12 H 1.379 0.156 0.968  C6 1.089

Results of the Löwdin charge analysis, in e, for atoms 1 through 6: number 1, N, carries 0.161; number 2, C, carries -0.568; number 3, O, carries 0.077; number 4, N, carries -0.014; number 5, C, carries -0.121; number 6, C, carries -0.136



(2)
DFT (ωB97M-V with the def2-TZVPD basis set) results for a 2-piece molecular cluster, CH13NSi4 overall in a non-equilibrium geometry.

The calculation puts the gap between HOMO and LUMO at 7.42 eV. As for the energy above the lowest of the compared OMol25 structures with the same formula, charge and spin: 337.5 kJ/mol. As for the spin multiplicity: 1.

Each atom is followed by the atoms it is bonded to, with distances in Å.
Atoms and positions in Å:
1 C 2.716 1.523 0.369  Si5 1.887, H7 1.140, H8 1.037, H9 1.111
2 N -1.745 -0.709 -0.471  Si3 1.728, Si4 1.726
3 Si -2.136 -1.712 0.881  N2 1.728, H10 1.473, H11 1.482, H12 1.450
4 Si -2.201 0.935 -0.731  N2 1.726, H13 1.487, H14 1.425, H15 1.551
5 Si 2.076 -0.243 0.557  C1 1.887, Si6 2.422, H16 1.436, H17 1.520
6 Si 0.765 -0.613 -1.446  Si5 2.422, H18 1.506, H19 1.512
7 H 3.565 1.903 1.028  C1 1.140
8 H 3.211 1.588 -0.539  C1 1.037
9 H 1.928 2.251 0.660  C1 1.111
10 H -1.039 -2.360 1.620  Si3 1.473
11 H -3.161 -2.775 0.763  Si3 1.482
12 H -2.825 -1.038 1.965  Si3 1.450
13 H -1.865 1.681 0.510  Si4 1.487
14 H -1.653 1.231 -2.013  Si4 1.425
15 H -3.690 1.317 -0.932  Si4 1.551
16 H 1.358 -0.533 1.766  Si5 1.436
17 H 3.202 -1.255 0.418  Si5 1.520
18 H 0.516 -1.879 -2.222  Si6 1.506
19 H 0.979 0.690 -2.184  Si6 1.512

Results of the Löwdin charge analysis, in e, for atoms 1 through 6: number 1, C, carries -0.326; number 2, N, carries -0.512; number 3, Si, carries 0.325; number 4, Si, carries 0.296; number 5, Si, carries 0.452; number 6, Si, carries 0.683



> The highest energy above the lowest of the compared OMol25 structures with the same formula, charge and spin belongs to which entry?

CH13NSi4